(1)
Below is a 2-piece molecular cluster, C2H6BrNO2S overall in a non-equilibrium geometry, with properties calculated with wB97M-V/def2-TZVPD.

Last column: natural (NBO) charge in e.
Cartesian coordinates (Å):
C 1.092 1.618 0.255  -0.730
C 0.919 0.449 -0.563  -0.319
N -1.096 -1.985 0.449  -1.017
O -2.244 0.392 0.859  -0.883
O -2.124 -0.764 -1.447  -0.903
S -1.577 -0.435 -0.139  2.008
Br 1.932 -1.069 -0.246  0.105
H 1.879 2.326 -0.078  0.240
H 0.051 2.099 0.378  0.271
H 1.598 1.160 1.209  0.224
H 0.710 0.670 -1.660  0.223
H -0.530 -2.002 1.262  0.387
H -0.610 -2.459 -0.280  0.393

## Properties
LUMO energy (alpha / beta): -1.14 / -0.82 eV
HOMO energy (alpha / beta): -8.725 / -8.849 eV
2S+1: 1
Charge: 0
Kohn-Sham gap (alpha / beta): 7.59 / 8.03 eV

---

(2)
Below is C30H21GaN6S as an isolated structure, with properties calculated with wB97M-V/def2-TZVPD.

Last column: natural (NBO) charge in e.
Cartesian coordinates (Å):
Ga -0.798 0.261 0.037  1.874
C -0.039 -1.011 4.108  -0.267
C -0.519 -0.234 3.056  0.114
N -0.528 -0.668 1.806  -0.623
C -0.067 -1.922 1.506  0.217
C 0.444 -2.764 2.521  -0.098
C 0.447 -2.266 3.840  -0.050
C 0.926 -4.043 2.172  -0.191
C 0.889 -4.445 0.867  -0.162
C 0.378 -3.610 -0.145  -0.196
C -0.107 -2.357 0.142  0.132
N -0.653 -1.450 -0.775  -0.854
C -1.765 -1.772 -1.557  0.139
C -1.869 -2.794 -2.468  -0.190
C -3.078 -3.038 -3.150  -0.159
C -4.193 -2.285 -2.919  -0.190
C -4.144 -1.239 -1.972  -0.094
C -5.266 -0.480 -1.589  -0.050
C -5.157 0.448 -0.581  -0.272
C -3.911 0.672 0.002  0.067
N -2.821 0.019 -0.377  -0.598
C -2.918 -0.967 -1.317  0.207
H -0.058 -0.615 5.113  0.254
H -0.910 0.761 3.229  0.212
H 0.840 -2.885 4.637  0.244
H 1.315 -4.691 2.947  0.239
H 1.264 -5.422 0.594  0.242
H 0.384 -3.967 -1.164  0.232
H -1.017 -3.424 -2.676  0.231
H -3.117 -3.849 -3.865  0.243
H -5.123 -2.491 -3.432  0.239
H -6.217 -0.653 -2.076  0.246
H -6.015 1.005 -0.233  0.254
H -3.792 1.396 0.800  0.214
N 2.755 2.588 -0.288  -0.542
C 3.960 1.917 0.046  0.081
C 5.156 2.610 0.039  -0.198
C 6.337 1.956 0.370  -0.180
C 6.320 0.617 0.711  -0.173
C 5.115 -0.080 0.722  -0.221
C 3.948 0.576 0.386  -0.133
S 2.440 -0.368 0.375  0.506
N 1.256 0.821 0.052  -0.773
C 1.533 2.050 -0.241  0.454
C 0.366 2.897 -0.575  0.177
C 0.467 4.234 -0.917  -0.196
C -0.670 4.932 -1.300  -0.092
C -1.881 4.266 -1.341  -0.203
C -1.912 2.937 -0.962  0.087
N -0.823 2.270 -0.571  -0.552
H 2.866 3.549 -0.559  0.421
H 5.179 3.661 -0.228  0.225
H 7.270 2.503 0.358  0.243
H 7.236 0.103 0.966  0.243
H 5.085 -1.131 0.984  0.236
H 1.416 4.749 -0.893  0.235
H -0.599 5.976 -1.575  0.259
H -2.786 4.762 -1.658  0.261
H -2.837 2.385 -0.981  0.230

## Properties
LUMO energy: -6.62 eV
HOMO energy: -13.036 eV
2S+1: 1
Charge: +2
Kohn-Sham gap: 6.42 eV

---

(3)
Below is a 4-piece molecular cluster, C31H74BFN4O15P3 overall in a non-equilibrium geometry, with properties calculated with wB97M-V/def2-TZVPD.

Last column: Löwdin charge in e.
Cartesian coordinates (Å):
C -0.783 3.093 0.068  -0.069
C -0.742 1.865 -0.866  -0.148
C -1.915 1.832 -1.805  -0.547
O -1.937 2.538 -2.780  0.103
O -2.936 1.020 -1.502  -0.038
C -4.051 1.763 -0.869  -0.150
C -4.316 1.263 0.548  -0.089
B -5.892 0.943 0.922  -0.750
F -5.975 1.079 2.399  -0.057
C -6.946 2.082 0.357  -0.109
C -6.488 3.525 0.607  -0.208
N -6.129 4.238 -0.634  -0.079
C -5.616 5.590 -0.349  -0.228
C -4.868 6.147 -1.563  -0.086
C -7.254 4.390 -1.493  -0.502
C -8.643 4.565 -0.898  -0.003
O -7.144 4.362 -2.688  0.095
C -6.388 -0.593 0.595  -0.067
C -6.114 -1.168 -0.783  -0.657
N -4.715 -1.522 -1.016  0.105
N -6.888 -2.488 -0.858  0.030
N -6.564 -0.310 -1.870  0.093
H -0.422 3.996 -0.417  0.073
H -1.812 3.250 0.396  0.065
H -0.208 2.864 0.965  0.061
H -0.653 0.976 -0.243  0.111
H 0.172 1.917 -1.460  0.106
H -4.922 1.786 -1.517  0.104
H -3.705 2.797 -0.794  0.095
H -3.728 0.378 0.792  0.094
H -3.994 2.046 1.248  0.080
H -7.256 1.913 -0.678  0.076
H -7.847 1.937 0.971  0.093
H -7.267 4.061 1.174  0.107
H -5.611 3.546 1.256  0.108
H -4.947 5.589 0.509  0.115
H -6.460 6.272 -0.156  0.109
H -4.201 5.398 -1.988  0.076
H -5.580 6.431 -2.339  0.061
H -4.308 7.052 -1.319  0.064
H -8.637 5.357 -0.149  0.075
H -9.330 4.787 -1.709  0.078
H -8.929 3.612 -0.454  0.074
H -5.955 -1.281 1.326  0.100
H -7.476 -0.624 0.757  0.094
H -4.548 -1.529 -2.019  0.054
H -4.615 -2.495 -0.744  0.069
H -7.864 -2.238 -0.993  0.046
H -6.608 -2.906 -1.746  0.040
H -7.534 -0.053 -1.761  0.073
H -6.417 -0.765 -2.763  0.068
O 1.907 2.530 3.594  -0.207
P 3.284 2.919 4.019  0.616
O 4.058 1.949 2.903  -0.246
C 3.624 1.910 1.546  -0.281
C 4.145 3.080 0.729  -0.079
O 3.444 2.051 5.396  -0.211
C 2.304 1.796 6.229  -0.284
C 1.729 0.419 5.965  -0.073
O 4.659 3.712 4.297  -0.232
C 5.943 3.054 4.279  -0.246
C 6.724 3.355 3.006  -0.066
H 2.536 1.869 1.491  0.096
H 4.002 0.974 1.130  0.118
H 3.925 4.032 1.218  0.075
H 3.690 3.081 -0.262  0.077
H 5.225 3.016 0.603  0.059
H 1.552 2.573 6.095  0.104
H 2.650 1.866 7.262  0.112
H 1.699 0.196 4.900  0.076
H 0.717 0.338 6.364  0.079
H 2.343 -0.351 6.436  0.071
H 5.834 1.987 4.438  0.104
H 6.477 3.458 5.140  0.118
H 6.204 4.071 2.375  0.065
H 6.886 2.444 2.432  0.069
H 7.707 3.766 3.241  0.072
O 7.786 -0.307 3.552  -0.208
P 9.059 -1.044 3.508  0.493
O 8.730 -2.586 3.135  -0.196
C 7.741 -2.888 2.147  -0.267
C 8.282 -2.765 0.734  -0.077
O 9.441 -1.222 5.089  -0.212
C 8.853 -0.366 6.074  -0.283
C 7.669 -1.031 6.748  -0.071
O 10.568 -0.934 3.041  -0.195
C 11.473 -2.046 3.191  -0.240
C 11.714 -2.754 1.860  -0.065
H 6.863 -2.254 2.276  0.110
H 7.424 -3.914 2.333  0.120
H 8.762 -1.796 0.578  0.073
H 7.476 -2.878 0.009  0.080
H 9.026 -3.537 0.535  0.069
H 8.572 0.588 5.631  0.098
H 9.633 -0.155 6.809  0.114
H 7.044 -1.558 6.028  0.076
H 7.054 -0.295 7.268  0.076
H 8.006 -1.768 7.479  0.072
H 11.120 -2.732 3.955  0.110
H 12.402 -1.609 3.552  0.120
H 11.217 -2.237 1.043  0.070
H 11.346 -3.779 1.891  0.074
H 12.779 -2.803 1.632  0.072
O -4.860 -3.621 -5.360  -0.213
P -3.790 -4.174 -6.207  0.491
O -2.876 -5.141 -5.278  -0.198
C -3.491 -5.990 -4.309  -0.271
C -4.039 -7.264 -4.924  -0.079
O -2.780 -2.914 -6.420  -0.213
C -3.239 -1.568 -6.205  -0.274
C -2.852 -1.069 -4.829  -0.066
O -3.492 -4.787 -7.643  -0.200
C -2.183 -5.281 -7.975  -0.246
C -2.136 -6.808 -7.947  -0.067
H -4.277 -5.455 -3.774  0.109
H -2.718 -6.234 -3.580  0.119
H -4.688 -7.045 -5.775  0.073
H -4.609 -7.828 -4.185  0.078
H -3.230 -7.902 -5.282  0.067
H -4.314 -1.506 -6.362  0.103
H -2.772 -0.951 -6.973  0.114
H -2.996 -1.831 -4.063  0.070
H -3.436 -0.190 -4.553  0.085
H -1.797 -0.792 -4.802  0.077
H -1.428 -4.843 -7.329  0.111
H -1.991 -4.924 -8.986  0.119
H -3.121 -7.228 -7.757  0.068
H -1.456 -7.164 -7.173  0.073
H -1.776 -7.205 -8.897  0.070

## Properties
LUMO energy: 0.94 eV
HOMO energy: -4.941 eV
2S+1: 1
Charge: -1
Kohn-Sham gap: 5.88 eV

---

(4)
Below is one molecule with the formula C6H7IN4S in a non-equilibrium geometry, with properties calculated with wB97M-V/def2-TZVPD.

Last column: natural (NBO) charge in e.
Cartesian coordinates (Å):
C 1.433 0.000 1.624  0.362
C 0.033 1.341 0.492  0.091
C -2.094 -0.726 -0.775  -0.103
C -1.537 0.429 -1.518  -0.546
C 2.058 -1.257 2.153  -0.665
C -0.473 0.168 -2.493  -0.627
N 1.776 1.176 1.752  -0.250
N 0.905 2.021 1.158  -0.268
N -0.630 -1.040 0.805  -0.047
N 0.182 -0.082 0.865  -0.224
S -1.298 1.839 -0.380  0.400
I -3.941 -0.397 0.098  0.197
H -2.312 0.944 -2.128  0.258
H 3.082 -1.164 2.035  0.240
H 1.820 -1.355 3.232  0.252
H 1.800 -2.096 1.379  0.245
H -0.275 1.112 -3.028  0.234
H -0.790 -0.508 -3.290  0.233
H 0.261 -0.405 -1.983  0.219

## Properties
LUMO energy (alpha / beta): -1.30 / -1.97 eV
HOMO energy (alpha / beta): -8.504 / -7.986 eV
2S+1: 1
Charge: 0
Kohn-Sham gap (alpha / beta): 7.20 / 6.02 eV

---

(5)
Below is one molecule with the formula C5H11ClF3NO2P2 in a non-equilibrium geometry, with properties calculated with wB97M-V/def2-TZVPD.

Last column: natural (NBO) charge in e.
Cartesian coordinates (Å):
C 0.326 2.203 -1.072  -0.957
C 0.888 0.247 -3.259  -1.036
C -1.520 -2.757 0.320  -0.991
C -0.310 -0.397 2.641  -0.154
C 0.500 0.911 2.842  0.944
N 0.420 -0.760 -0.664  -1.419
O -2.264 -0.322 -0.787  -1.093
O -1.318 -0.301 1.540  -0.822
F 1.563 0.918 2.044  -0.322
F 0.962 0.846 4.098  -0.326
F -0.211 2.024 2.673  -0.310
P 1.064 0.513 -1.479  1.751
P -1.189 -0.933 -0.012  2.274
Cl 3.241 1.021 -1.618  -0.318
H -0.455 2.109 -0.356  0.266
H 1.163 2.822 -0.654  0.263
H -0.068 2.706 -2.050  0.263
H 1.454 0.822 -3.999  0.263
H 0.981 -0.759 -3.731  0.280
H -0.103 0.374 -3.518  0.257
H -1.480 -3.219 1.424  0.247
H -2.436 -3.048 -0.086  0.249
H -0.808 -3.272 -0.300  0.241
H 0.530 -1.125 2.381  0.221
H -0.932 -0.623 3.619  0.229

## Properties
LUMO energy: -0.48 eV
HOMO energy: -9.889 eV
2S+1: 1
Charge: 0
Kohn-Sham gap: 9.41 eV

---

(6)
Below is C13H4Cl6MnNO9 as an isolated structure, with properties calculated with wB97M-V/def2-TZVPD.

Last column: Löwdin spin population.
Cartesian coordinates (Å):
Mn -0.140 -1.038 0.607  1.294
Cl 5.744 -3.674 3.383  -0.031
C 4.222 -2.973 3.045  -0.055
C 3.722 -3.006 1.749  -0.008
Cl 4.568 -3.749 0.465  0.001
C 2.490 -2.411 1.516  -0.038
Cl 1.741 -2.442 -0.037  -0.017
C 1.745 -1.808 2.516  -0.037
O 0.575 -1.250 2.227  -0.118
C 2.238 -1.798 3.821  -0.039
Cl 1.311 -1.064 5.052  -0.018
C 3.483 -2.370 4.077  -0.002
Cl 4.105 -2.334 5.663  0.003
O -3.125 -1.953 -1.515  0.018
C -2.231 -1.189 -1.434  0.009
O -1.067 -1.557 -0.716  0.043
C -2.148 0.194 -1.979  0.001
C -0.937 0.737 -2.401  0.000
C -0.906 2.023 -2.908  0.000
C -2.089 2.739 -2.954  0.000
C -3.303 2.220 -2.540  0.000
C -3.332 0.923 -2.057  0.000
N -2.051 4.129 -3.477  0.000
O -3.086 4.754 -3.446  0.000
O -0.977 4.543 -3.853  0.000
H -0.027 0.154 -2.358  0.000
H 0.006 2.477 -3.266  0.000
H -4.195 2.825 -2.604  0.000
H -4.262 0.472 -1.739  0.000
O -1.388 0.236 1.272  0.008
Cl -0.433 1.403 1.073  0.002
O -0.987 2.410 0.299  -0.003
O 0.135 1.787 2.276  -0.001
O 0.598 0.592 0.240  -0.013

## Properties
LUMO energy (alpha / beta): -8.09 / -6.20 eV
⟨S²⟩: 0.980
HOMO energy (alpha / beta): -13.041 / -13.087 eV
2S+1: 2
Charge: +1
Kohn-Sham gap (alpha / beta): 4.95 / 6.88 eV